ORCA calculation (ωB97M-V/def2-TZVPD) on the molecule C5H7NS at a distorted geometry.

Structure (XYZ):
```
14
Properties=species:S:1:pos:R:3:forces:R:3:mulliken_charge:R:1
C -1.1362 -0.7023 -0.3419 0.630 0.405 0.398 0.067
C -0.6370 0.4237 0.1211 0.395 0.040 -0.054 -0.196
C 1.9102 -0.4025 0.5397 -1.331 1.039 -0.898 0.307
C -0.2572 -1.9533 -0.4578 0.212 -0.143 -3.063 -0.635
C -0.9883 1.8808 0.1605 -0.261 -1.807 0.643 -1.173
N 2.4534 0.6816 0.6726 -2.199 -0.576 -0.565 -0.404
S 1.5815 -1.9700 0.1867 -1.307 0.059 0.345 -0.160
H -2.1835 -0.7012 -0.7703 1.138 -0.482 0.384 0.288
H -0.7453 -2.9070 -0.2517 0.134 0.064 0.782 0.443
H -0.0351 -2.0855 -1.5931 -0.322 0.323 1.645 0.284
H -0.1659 2.4816 -0.0828 1.378 0.738 -0.949 0.302
H -1.2234 2.2526 1.1344 -0.394 -0.214 0.977 0.287
H -1.8280 2.0837 -0.4656 -0.608 0.283 -0.722 0.358
H 3.2549 0.9176 1.1482 2.535 0.272 1.078 0.232
```
Forces are in eV/Å.

Results
highest occupied orbital energy (spin up / spin down) = -7.750 / -6.641 eV
E_LUMO (spin up / spin down) = 0.39 / 0.31 eV
energy = -647.45908 hartree
energy above the lowest of the compared OMol25 structures with the same formula, charge and spin = 5.387 eV

---

ORCA calculation (ωB97M-V/def2-TZVPD) on a structure of composition C11H24BNOZr at a distorted geometry.

Structure (XYZ):
```
39
Properties=species:S:1:pos:R:3:forces:R:3:mulliken_charge:R:1
C 4.3732 -0.6407 1.2813 -0.090 -0.081 0.125 -0.733
O 3.8829 0.6198 0.8154 0.157 0.225 -0.122 -0.365
C 2.8484 0.5871 -0.1074 -0.083 -0.042 0.464 -0.465
C 2.7360 2.0001 -0.6848 -0.239 -0.369 -0.156 -0.997
C 1.8767 2.8951 0.2202 0.121 0.043 -0.745 -0.038
C 0.4043 3.0571 -0.2115 0.043 0.044 0.995 -0.468
C -0.4021 1.8211 -0.7089 -0.457 0.207 -0.188 -1.052
C -1.2952 1.1678 0.3845 0.228 -0.325 -0.265 -0.645
C -2.5885 0.5470 -0.2364 -0.430 0.580 0.407 -0.540
B -3.1549 -0.8644 0.1494 1.277 0.693 0.363 -0.115
N -2.9080 -2.1353 0.5302 -0.451 -0.131 -0.786 0.131
C -2.6638 -3.3054 0.0594 -0.111 -0.408 0.330 0.798
C -3.5938 -4.0518 -0.8474 -0.301 -0.280 0.676 -1.087
C -1.3836 -3.9541 0.5364 -0.053 0.186 -0.304 -1.000
H 4.2422 -1.4160 0.5244 0.041 0.012 -0.034 0.332
H 5.4313 -0.5182 1.4918 0.003 0.019 -0.008 0.275
H 3.8623 -0.9257 2.2039 -0.041 -0.036 -0.045 0.284
H 3.0016 -0.1474 -0.9063 0.173 0.056 -0.022 0.526
H 1.9020 0.3155 0.4077 -0.081 -0.079 -0.144 0.201
H 2.3055 1.9244 -1.6866 0.061 0.281 -0.062 0.483
H 3.7513 2.3848 -0.7642 0.002 0.006 -0.070 0.440
H 2.4228 3.8999 0.2114 0.031 0.245 0.287 0.014
H 1.9559 2.5867 1.2640 -0.002 0.153 0.057 0.394
H 0.2920 3.8296 -1.0254 -0.324 -0.431 -0.552 0.127
H -0.1407 3.4599 0.6651 -0.125 0.242 -0.179 0.694
H 0.2542 1.0859 -1.1695 0.115 0.056 0.037 0.466
H -1.0625 2.1786 -1.5021 0.049 0.019 -0.036 0.524
H -1.6310 1.9432 1.0701 -0.001 -0.181 0.210 0.463
H -0.7246 0.4242 0.9380 0.060 0.129 0.143 0.333
H -2.5801 0.4796 -1.3388 -0.027 -0.147 0.013 0.389
H -3.4216 1.2217 -0.0098 -0.028 0.068 -0.322 0.370
H -4.4061 -0.9984 0.0654 -0.085 -0.579 -0.232 0.365
H -3.3780 -5.1181 -0.7843 0.115 0.006 -0.095 0.420
H -3.3437 -3.6779 -1.8550 -0.026 0.016 -0.030 0.390
H -4.6413 -3.8768 -0.5958 -0.019 0.208 -0.196 0.437
H -1.1337 -4.7657 -0.1450 0.045 0.005 -0.020 0.412
H -1.7199 -4.3619 1.5103 0.050 -0.044 0.013 0.386
H -0.5595 -3.2620 0.6959 -0.016 -0.004 0.142 0.410
Zr 1.1900 5.5906 -0.4457 0.417 -0.365 0.347 1.442
```
Forces are in eV/Å.

Results
highest occupied orbital energy = -19.466 eV
charge = +4
E_LUMO = -17.47 eV
energy = -633.40677 hartree

---

ORCA calculation (ωB97M-V/def2-TZVPD) on the molecule C3H4O2 at a distorted geometry.

Structure (XYZ):
```
9
Properties=species:S:1:pos:R:3:forces:R:3:mulliken_charge:R:1
O 1.1646 1.0393 0.2321 0.607 -0.705 -0.115 -0.502
C 0.2711 -0.0558 0.2553 -1.527 0.810 -3.001 0.454
O 0.8635 -1.2727 0.0493 0.882 -0.846 -0.139 -0.538
C -1.2211 0.1184 -0.5128 3.265 -0.722 1.295 -0.387
C -1.0522 0.1245 0.7749 -0.788 1.492 1.125 -0.447
H 2.0780 0.7462 -0.0229 -1.436 0.102 0.356 0.342
H 1.0163 -1.4200 -0.9110 -0.274 0.312 1.054 0.351
H -1.6033 0.0820 -1.4868 -0.741 0.386 -0.725 0.438
H -1.5168 0.6380 1.6220 0.012 -0.829 0.150 0.289
```
Forces are in eV/Å.

Results
highest occupied orbital energy = -8.435 eV
E_LUMO = 0.65 eV
SMILES string = OC1(O)C=C1
energy = -267.05969 hartree
energy above the lowest of the compared OMol25 structures with the same formula, charge and spin = 3.622 eV

---

ORCA calculation (ωB97M-V/def2-TZVPD) on the molecule C4H5NO2 at a distorted geometry.

Structure (XYZ):
```
12
Properties=species:S:1:pos:R:3:forces:R:3:mulliken_charge:R:1
O -1.6809 0.9534 -1.3063 0.170 -0.693 -1.650 -0.407
C -1.4612 1.5045 -0.2893 2.579 -1.629 1.489 0.015
C -0.1298 1.0443 0.7155 -2.485 3.182 3.388 0.364
O 0.0508 1.6935 1.8023 -0.079 -2.392 -4.143 -0.608
N 0.1953 -0.2127 0.4163 0.015 1.991 0.530 0.000
C 1.1948 -1.1955 0.4733 2.328 1.908 -2.177 -0.281
C 0.3870 -0.8661 -0.7964 -2.253 -3.871 1.967 -0.538
H -2.2294 2.1096 0.1053 -0.524 1.543 1.307 0.416
H 0.9350 -2.0248 0.9883 -0.710 -2.547 1.606 0.260
H 2.3024 -0.9758 0.4473 -1.475 0.220 0.208 0.235
H 0.9011 -0.4451 -1.5639 1.142 1.384 -2.141 0.328
H -0.4653 -1.5850 -0.9922 1.291 0.904 -0.385 0.217
```
Forces are in eV/Å.

Results
highest occupied orbital energy = -9.332 eV
E_LUMO = 0.31 eV
SMILES string = O=CC(=O)N1CC1
energy = -360.54778 hartree
energy above the lowest of the compared OMol25 structures with the same formula, charge and spin = 3.310 eV

---

ORCA calculation (ωB97M-V/def2-TZVPD) on the molecule C5H8 at a distorted geometry.

Structure (XYZ):
```
13
Properties=species:S:1:pos:R:3:forces:R:3:mulliken_charge:R:1
C -2.0313 0.7088 -0.9602 0.456 0.537 0.850 -0.816
C -0.8488 0.4767 -0.4906 1.007 -0.033 -0.516 0.017
C 0.2119 0.0013 0.0693 0.131 -0.014 -0.008 0.678
C 0.8464 -1.1379 -0.6685 0.186 -0.363 0.044 -1.132
C 0.7511 0.4927 1.3699 0.266 0.163 0.091 -1.200
H -2.4885 0.6735 0.0572 -1.957 -0.243 -1.568 0.278
H -2.1297 1.2156 -1.9244 -0.834 0.352 0.832 0.289
H 0.4918 -1.1563 -1.7050 0.133 -0.132 0.288 0.346
H 1.9266 -0.9638 -0.6825 -0.017 -0.244 -0.043 0.314
H 0.6283 -2.0971 -0.1990 0.204 -0.170 0.033 0.276
H 0.8179 -0.3662 2.0522 0.092 0.196 -0.070 0.301
H 0.0796 1.2273 1.8259 0.209 -0.076 -0.117 0.341
H 1.7447 0.9254 1.2557 0.124 0.028 0.184 0.308
```
Forces are in eV/Å.

Results
highest occupied orbital energy = -8.190 eV
E_LUMO = 1.02 eV
SMILES string = C=C=C(C)C
energy = -195.20348 hartree
energy above the lowest of the compared OMol25 structures with the same formula, charge and spin = 2.410 eV

---

ORCA calculation (ωB97M-V/def2-TZVPD) on a structure of composition C16H31FeNP2Se at a distorted geometry.

Structure (XYZ):
```
52
Properties=species:S:1:pos:R:3:forces:R:3:mulliken_spin:R:1
P -0.0593 -1.6962 -3.9727 -0.680 0.702 -0.610 0.034
P 0.7374 0.9061 -5.5910 -0.087 2.858 -0.638 -0.017
C -0.5448 -1.5370 -5.7722 0.257 -0.542 -0.116 -0.036
C 0.3818 -0.6026 -6.5350 -0.159 -0.564 0.012 0.056
H -1.5918 -1.2095 -5.8180 0.252 0.031 -0.052 -0.017
H -0.4775 -2.5490 -6.1846 -0.201 0.122 -0.208 0.019
H 1.3594 -1.0540 -6.7615 -0.382 0.077 0.144 0.011
H -0.0775 -0.3017 -7.4902 0.251 0.192 0.269 0.003
C -0.4110 2.0957 -6.3799 -0.051 0.149 -0.515 -0.001
H -0.4021 3.0842 -5.9056 0.067 -0.374 -0.034 0.001
H -1.4405 1.7245 -6.4052 0.155 -0.009 0.137 0.002
H -0.0827 2.2380 -7.4188 -0.150 -0.111 0.172 0.000
C 2.3351 1.5099 -6.1820 0.304 0.007 -0.252 0.025
H 2.2212 1.8544 -7.2186 0.144 -0.152 0.208 0.002
H 3.0708 0.6996 -6.1521 -0.019 0.192 0.039 -0.004
H 2.6902 2.3535 -5.5740 -0.158 -0.299 -0.119 0.000
C -1.4855 -2.8825 -3.6046 -1.300 0.639 -0.462 0.026
H -1.2883 -3.9268 -3.2621 0.030 0.306 0.023 -0.003
H -2.0585 -2.9608 -4.5339 -0.011 -0.209 0.283 0.000
H -2.1137 -2.3893 -2.8524 0.239 -0.302 0.008 0.003
C 1.7619 -2.4935 -4.4873 1.290 -0.506 -0.874 0.061
H 2.4530 -1.6912 -4.1974 -0.140 -0.222 -0.056 -0.008
H 1.7177 -2.6001 -5.5750 0.124 0.035 0.233 -0.008
H 2.2178 -3.4538 -4.1084 0.445 0.514 -0.674 0.043
Fe 0.6452 -3.5195 -3.1541 0.281 -1.709 -0.835 3.079
C -0.9481 3.2857 -1.4017 -0.491 0.076 -0.094 -0.001
C -2.1172 3.0856 -2.0308 0.046 0.405 0.222 -0.021
C -2.4314 2.3667 -3.3255 -0.332 -0.089 -0.434 0.083
C -1.9381 0.8967 -3.4288 -1.025 0.227 0.040 -0.027
C -0.5128 0.7082 -3.1928 0.851 -1.186 2.091 0.558
C 0.6139 1.4368 -3.8143 0.036 -1.534 0.542 0.030
C 0.5891 2.9265 -3.4374 0.389 0.196 -0.649 0.003
C 0.4484 3.0583 -1.9062 0.283 -0.311 -0.093 0.022
C 1.1333 -5.2557 -2.3579 -0.172 -1.208 -0.154 -0.062
H -0.9747 3.6962 -0.3830 -0.134 0.073 -0.506 -0.001
H -3.0153 3.5429 -1.5928 0.432 -0.494 0.275 -0.002
H -2.0772 2.9180 -4.2117 -0.180 -0.066 0.255 0.005
H -3.5273 2.3291 -3.4118 0.249 0.122 -0.090 -0.007
H -2.4697 0.2993 -2.6607 0.166 0.287 -0.423 -0.005
H -2.2464 0.4804 -4.4082 -0.165 0.286 0.135 -0.004
H -0.2725 0.3302 -2.1822 -0.161 0.453 -0.619 0.028
H 1.5523 1.0032 -3.4108 -0.375 0.117 0.072 0.027
H -0.2316 3.4422 -3.9429 0.273 0.024 0.225 0.006
H 1.5276 3.4032 -3.7585 -0.196 -0.024 0.053 0.002
H 0.8625 2.1591 -1.4196 0.023 0.273 -0.035 0.002
H 1.0796 3.9014 -1.5857 -0.254 -0.171 0.009 -0.005
H 2.0592 -5.1144 -1.7759 -0.247 -0.126 -0.165 0.014
H 1.2952 -6.0017 -3.1525 0.057 -0.276 0.465 0.008
H 0.3274 -5.5861 -1.6809 0.406 -0.166 -0.134 0.012
Se 0.3802 -0.4704 0.4030 0.015 0.369 0.492 0.032
C 0.6131 -1.7968 -0.7281 0.287 -2.632 -2.699 0.049
N 0.7226 -2.6432 -1.5760 -0.283 4.549 5.138 -0.016
```
Forces are in eV/Å.

Results
highest occupied orbital energy (spin up / spin down) = -6.003 / -5.999 eV
multiplicity = 5
E_LUMO (spin up / spin down) = -0.08 / -0.33 eV
energy = -5030.53617 hartree
energy above the lowest of the compared OMol25 structures with the same formula, charge and spin = 3.318 eV